{"formula": "C5H8O", "method": "ωB97M-V/def2-TZVPD", "relative_energy_ev": 1.536, "fmax_ev_per_a": 0.6, "homo_ev": -9.62, "homo_lumo_gap_ha": 0.39267, "smiles": "C[C@H]1C[C@H]1C=O", "e_tot_ha": -270.50144, "symbols": ["C", "C", "C", "C", "C", "O", "H", "H", "H", "H", "H", "H", "H", "H"], "coordinates": [[-1.41563, -0.95659, -0.45019], [-0.53893, 0.25859, -0.70008], [-0.09811, 1.08171, 0.47432], [0.92880, 0.34646, -0.37386], [1.71208, -0.39882, 0.62759], [2.81528, -0.03894, 0.96585], [-0.95198, -1.66615, 0.24347], [-2.36549, -0.62592, -0.01582], [-1.64022, -1.49982, -1.37555], [-0.80287, 0.80690, -1.60590], [-0.34208, 0.61456, 1.43068], [0.02862, 2.15487, 0.53706], [1.52568, 0.96795, -1.03375], [1.17073, -1.19838, 1.17518]], "forces_ev_per_a": [[0.029, 0.008, 0.066], [-0.151, 0.073, 0.073], [-0.393, 0.200, 0.060], [0.281, 0.117, 0.065], [0.115, -0.095, -0.046], [-0.074, -0.436, -0.155], [-0.094, 0.158, -0.066], [0.094, -0.141, -0.076], [0.146, 0.144, 0.151], [0.180, -0.095, 0.226], [0.211, 0.137, -0.138], [-0.471, 0.001, -0.306], [-0.007, -0.023, 0.193], [0.133, -0.047, -0.047]]}

{"formula": "C5H8O", "method": "ωB97M-V/def2-TZVPD", "relative_energy_ev": 3.121, "fmax_ev_per_a": 1.5, "homo_ev": -10.19, "homo_lumo_gap_ha": 0.40346, "smiles": "CCC=O.C#C", "e_tot_ha": -270.44319, "symbols": ["C", "C", "C", "O", "C", "C", "H", "H", "H", "H", "H", "H", "H", "H"], "coordinates": [[0.77200, -1.44815, 0.33641], [0.98962, -0.16668, -0.46366], [0.75501, 1.11074, 0.30072], [0.48607, 2.18737, -0.19125], [-1.85619, 0.80748, -0.46648], [-2.80947, 0.08341, -0.31685], [1.24664, -1.38179, 1.32224], [1.21405, -2.30298, -0.18509], [-0.29497, -1.64654, 0.47876], [0.44434, -0.17678, -1.41413], [2.05598, -0.06176, -0.71110], [0.92616, 1.04655, 1.38926], [-1.06415, 1.53451, -0.68811], [-3.71378, -0.48359, -0.26057]], "forces_ev_per_a": [[-0.024, -0.008, 0.056], [0.109, 0.074, -0.014], [0.532, 0.461, -0.092], [0.706, -0.405, 0.356], [-0.875, 0.164, -0.551], [0.356, 0.461, -0.198], [-0.076, -0.017, -0.129], [-0.099, 0.143, 0.084], [0.173, 0.062, -0.010], [0.100, 0.158, 0.213], [0.001, -0.138, -0.093], [0.047, -0.072, 0.115], [-1.226, -0.835, 0.099], [0.275, -0.048, 0.162]]}

{"formula": "C5H8O", "method": "ωB97M-V/def2-TZVPD", "relative_energy_ev": 3.912, "fmax_ev_per_a": 2.4, "homo_ev": -8.28, "homo_lumo_gap_ha": 0.34695, "e_tot_ha": -270.41412, "symbols": ["C", "C", "C", "C", "C", "O", "H", "H", "H", "H", "H", "H", "H", "H"], "coordinates": [[-1.34965, -0.91937, -0.50068], [-0.62771, 0.40945, -0.58301], [-0.34500, 1.20788, 0.62769], [0.82510, 0.57911, -0.13075], [1.37481, -0.54767, 0.55090], [2.68980, -0.73038, 0.46162], [-1.09764, -1.44950, 0.41989], [-2.43407, -0.76176, -0.52665], [-1.08405, -1.56699, -1.34332], [-0.83225, 0.97939, -1.48533], [-0.59174, 0.77104, 1.59252], [-0.39803, 2.28989, 0.58754], [1.48141, 1.22377, -0.70540], [2.38900, -1.48488, 1.03498]], "forces_ev_per_a": [[0.003, -0.040, 0.017], [-0.236, 0.106, -0.066], [-0.270, 0.154, 0.055], [0.351, 0.086, -0.177], [-1.264, 0.574, -0.160], [-1.170, -0.635, 0.658], [-0.033, 0.112, -0.136], [0.161, 0.037, -0.013], [-0.017, 0.101, 0.106], [0.016, -0.033, 0.110], [0.125, 0.030, -0.209], [0.001, -0.123, -0.044], [-0.044, 0.145, -0.102], [2.377, -0.515, -0.040]]}

{"formula": "C5H8O", "method": "ωB97M-V/def2-TZVPD", "relative_energy_ev": 1.850, "fmax_ev_per_a": 1.4, "homo_ev": -9.63, "homo_lumo_gap_ha": 0.38994, "smiles": "O=CC1CCC1", "e_tot_ha": -270.48991, "symbols": ["O", "C", "C", "C", "C", "C", "H", "H", "H", "H", "H", "H", "H", "H"], "coordinates": [[-0.08749, -1.74167, -1.47803], [0.04975, -1.79887, -0.27595], [-0.21818, -0.64511, 0.64577], [-1.16879, 0.39664, 0.01390], [0.05802, 1.07189, -0.58704], [0.93517, 0.57255, 0.54711], [0.42514, -2.73053, 0.19483], [-0.48854, -1.01049, 1.65149], [-1.89683, 0.03649, -0.71540], [-1.66769, 0.99708, 0.78232], [0.33449, 0.42124, -1.42246], [0.06148, 2.10392, -0.93455], [2.01438, 0.63622, 0.29098], [0.85077, 0.99780, 1.54262]], "forces_ev_per_a": [[-0.041, -0.334, 0.435], [0.246, 0.131, -0.344], [0.613, 0.307, 0.026], [-0.165, 0.089, -0.131], [-0.080, 0.231, -0.239], [-0.281, -0.506, 0.213], [-0.001, 0.080, -0.020], [0.440, 0.210, -0.344], [-0.001, -0.146, 0.217], [0.132, -0.084, -0.110], [-0.012, 0.476, -0.139], [-0.065, 0.139, 0.317], [-0.484, -1.335, 0.256], [-0.302, 0.741, -0.136]]}

{"formula": "C5H8O", "method": "ωB97M-V/def2-TZVPD", "relative_energy_ev": 3.065, "fmax_ev_per_a": 6.9, "homo_ev": -9.85, "homo_lumo_gap_ha": 0.38434, "smiles": "C[C@@H]1C[C@@H]1C=O", "e_tot_ha": -270.44524, "symbols": ["C", "C", "C", "C", "C", "H", "H", "H", "H", "H", "H", "H", "H", "O"], "coordinates": [[-1.84366, -1.27009, -0.52905], [-0.30146, -1.25550, -0.33756], [0.42805, -0.96861, 0.94218], [0.67068, 0.00370, -0.17556], [0.26564, 1.41613, 0.04125], [-2.17142, -2.28757, 0.04138], [-2.23561, -0.18664, -0.08133], [-2.19088, -1.33005, -1.72835], [0.17002, -2.11993, -0.82551], [1.24206, -1.57249, 1.32880], [-0.18964, -0.72187, 1.74442], [1.63350, -0.19129, -0.70389], [-0.72218, 1.59270, 0.51974], [1.14358, 2.40792, 0.00714]], "forces_ev_per_a": [[-0.440, 0.745, -0.165], [0.662, -0.046, -0.310], [-0.273, -0.706, -0.278], [0.170, -1.039, -1.380], [4.552, 3.906, 0.959], [0.085, 2.813, -1.301], [0.379, -3.275, -0.958], [1.114, 0.160, 3.432], [-0.044, 0.741, -0.357], [0.085, -0.128, -0.562], [-1.015, 1.032, 1.211], [-0.855, 0.718, 0.538], [0.266, 0.094, -0.561], [-4.686, -5.014, -0.269]]}

{"formula": "C5H8O", "method": "ωB97M-V/def2-TZVPD", "relative_energy_ev": 4.285, "fmax_ev_per_a": 0.4, "homo_ev": -8.28, "homo_lumo_gap_ha": 0.32004, "e_tot_ha": -270.40043, "symbols": ["C", "C", "C", "C", "O", "C", "H", "H", "H", "H", "H", "H", "H", "H"], "coordinates": [[-1.12242, -0.39540, -0.82418], [-0.99896, -0.89348, 0.56291], [0.43014, -0.81897, 0.97325], [1.35939, 0.19991, 0.26450], [0.64555, 1.22239, -0.42210], [-0.74745, 1.06562, -0.43937], [-0.37605, -0.75232, -1.54965], [-2.12316, -0.48888, -1.26059], [-1.18473, 1.31190, 0.55021], [0.71358, -1.85023, 0.68981], [0.52986, -0.77890, 2.06345], [2.02234, -0.29061, -0.46104], [2.01434, 0.68476, 1.00146], [-1.16241, 1.78421, -1.14865]], "forces_ev_per_a": [[-0.083, -0.110, 0.024], [0.308, 0.056, -0.257], [-0.131, 0.004, 0.159], [0.192, -0.172, 0.019], [0.024, 0.110, -0.005], [-0.259, 0.120, 0.069], [-0.033, 0.144, 0.135], [0.182, 0.064, 0.190], [0.065, -0.021, -0.187], [0.053, 0.008, 0.042], [-0.005, -0.001, -0.191], [-0.210, 0.028, 0.091], [-0.196, -0.096, -0.097], [0.093, -0.134, 0.008]]}